Density functional theory data (the ωB97M-V functional and the def2-TZVPD basis) for a molecular structure, C9H14MnN2PS.

Values from the calculation:
Electronic energy, eV: -63980.2347
Net charge: -1
F_max, eV/A: 2.47
Frontier orbital gap (alpha / beta), eV: 3.186 / 3.983
LUMO energy (alpha / beta), eV: 2.72 / 2.68
Spin multiplicity: 6

Atoms and positions in Å:
C1 0.1863 0.0040 -2.1291
C2 -0.9115 -0.8229 -2.5525
C3 -0.6115 -2.1871 -2.2354
C4 0.6940 -2.2606 -1.7613
C5 1.2331 -0.8812 -1.5706
Mn1 1.1353 0.2518 0.5179
P1 -0.3902 2.2060 0.5067
H1 0.3698 1.0570 -2.3947
H2 -1.8048 -0.5006 -3.0695
H3 -1.3052 -3.0103 -2.2904
H4 2.3097 -0.6588 -1.6054
H5 1.2786 -3.1643 -1.6246
H6 -1.5732 2.4866 1.3029
H7 -0.9480 2.5944 -0.8072
H8 0.4519 3.3662 0.7787
C6 -1.0169 -2.1931 4.5682
N1 -0.3630 -0.9036 4.3262
C7 -0.1467 0.0823 5.2970
C8 0.5204 1.1030 4.6813
N2 0.7449 0.6961 3.3874
C9 0.2647 -0.5657 3.1787
S1 0.8734 -1.6025 1.9520
H9 -1.8474 -2.3642 3.8620
H10 -0.3045 -3.0249 4.4428
H11 -1.3838 -2.1355 5.5922
H12 -0.4452 -0.0601 6.3127
H13 0.9231 2.0278 5.0066
H14 1.2002 1.2487 2.6630

Atomic partial charges in e from the Mulliken method, atoms 1 to 6: -0.658 -0.658 -0.522 -0.501 -0.661 -0.321